# 1
{"formula": "C6H12S", "method": "ωB97M-V/def2-TZVPD", "s_squared": 2.01, "de_lowest_kcal_mol": 117.3, "homo_energy_ha": [-0.200, -0.269], "e_tot_ev": -17242.5486, "spin_multiplicity": 3, "symbols": ["C", "C", "C", "C", "C", "C", "S", "H", "H", "H", "H", "H", "H", "H", "H", "H", "H", "H", "H"], "positions_angstrom": [[-0.079432, -0.882324, -0.326291], [-2.389483, 0.553566, -0.615131], [1.584466, -0.304780, -0.481634], [1.453184, 0.987690, 0.210395], [0.141025, 1.671665, -0.136183], [-0.215586, -2.265769, 0.212433], [-1.036577, 0.346418, 0.347687], [-2.910825, 1.373650, -0.102140], [-2.652584, -0.497969, -0.733096], [2.393729, -0.956359, -0.072386], [1.636093, -0.105360, -1.582031], [1.444847, 0.711626, 1.217929], [2.297385, 1.615287, 0.163729], [-0.207222, 2.560232, 0.391444], [0.105441, 1.779262, -1.252488], [-1.101824, -2.660897, -0.128862], [-0.060427, -2.151352, 1.299874], [0.734411, -2.803516, -0.201731], [-1.136612, 1.028939, 1.788481]], "forces_ev_per_a": [[5.3, -1.0, -1.1], [0.7, -0.2, 0.1], [-3.4, -0.9, -2.1], [-0.3, 1.1, 0.7], [0.2, -1.1, -0.9], [4.3, 1.1, -0.6], [-0.3, 1.7, 0.8], [-0.8, -0.7, -0.6], [-1.3, 0.5, -0.1], [-1.0, 0.2, -0.5], [0.5, -0.6, 0.7], [-0.3, -0.1, 2.2], [1.1, 0.9, -0.6], [0.5, 0.0, 0.0], [-0.5, 0.0, 1.0], [-2.0, -1.5, -0.1], [-0.6, -0.6, -0.1], [-2.1, 0.4, 0.7], [-0.1, 0.7, 0.5]], "lowdin_spin": [0.75, 0.22, 0.04, 0.01, 0.01, 0.10, 0.45, 0.03, 0.01, 0.00, 0.01, 0.00, 0.00, 0.01, 0.00, 0.01, 0.03, 0.00, 0.29]}



# 2
{"formula": "AgH10O5", "method": "ωB97M-V/def2-TZVPD", "de_lowest_kcal_mol": 7.6, "homo_energy_ha": -0.501, "e_tot_ev": -14392.7100, "spin_multiplicity": 1, "total_charge": 1, "symbols": ["Ag", "O", "H", "H", "O", "H", "H", "O", "H", "H", "O", "H", "H", "O", "H", "H"], "positions_angstrom": [[0.395721, -0.736517, 0.082955], [1.922993, 0.875045, -1.068476], [2.045194, 0.859245, -2.051502], [2.552076, 1.606870, -0.863943], [-0.477653, -1.310806, -1.871177], [-1.382430, -1.448683, -1.548598], [-0.473833, -1.659686, -2.762891], [1.643731, 0.431174, 1.862518], [1.210929, 0.917167, 2.532976], [2.089026, 1.076229, 1.323443], [-1.771351, -1.515013, 0.699086], [-2.003309, -2.265539, 1.242694], [-2.636024, -1.294156, 0.427137], [-0.975145, 1.188078, 0.398444], [-1.566751, 1.218902, 1.134193], [-0.573173, 2.057689, 0.463141]], "forces_ev_per_a": [[1.0, 0.1, 0.7], [1.3, 1.3, -1.4], [-0.5, -0.4, 1.0], [-0.6, -0.7, 0.1], [-0.9, -0.2, -0.3], [0.3, 0.0, -0.2], [0.2, -0.1, -0.3], [0.5, -1.2, -0.9], [-0.8, 0.7, 1.3], [0.4, 0.3, -0.2], [0.5, -0.7, 0.6], [0.6, -0.7, 0.5], [-1.6, 1.1, -0.9], [0.2, 0.6, -0.4], [-0.9, -0.4, 0.8], [0.3, 0.2, -0.5]], "mulliken_charge": [0.50, -0.48, 0.27, 0.30, -0.49, 0.33, 0.28, -0.55, 0.32, 0.31, -0.46, 0.25, 0.31, -0.50, 0.31, 0.28]}